This record from the Open Molecules 2025 dataset describes C15H17Cl2N3S2 as an isolated structure in a non-equilibrium geometry. The level of theory is ωB97M-V with the def2-TZVPD basis set.

XYZ file:
```
39
Properties=species:S:1:pos:R:3
C 0.60 6.68 1.46
H 1.26 7.40 1.10
H 0.74 6.39 2.58
H -0.34 6.82 1.11
S 1.47 5.22 0.43
C 0.12 4.10 1.23
C 0.42 2.79 0.86
N 0.57 1.70 1.92
C 0.90 0.50 1.62
N 1.25 0.02 0.39
C 1.38 0.93 -0.34
N 1.98 0.54 -1.63
C 2.32 -0.87 -2.12
H 2.12 -1.42 -0.88
H 1.69 -1.38 -2.68
H 3.16 -0.81 -2.28
C 1.88 1.42 -3.02
H 0.91 1.87 -3.17
H 2.66 2.08 -2.58
H 2.26 0.88 -3.63
C 1.09 2.30 -0.34
H 0.96 3.15 -0.95
S 0.55 -0.68 3.03
C 0.86 -2.14 2.17
C 0.41 -2.65 0.98
C -1.12 -2.10 0.70
C -1.85 -2.23 -0.62
C -1.28 -3.19 -1.29
C -0.13 -3.53 -1.26
C 0.60 -3.36 -0.16
H 1.72 -3.85 0.08
H 0.48 -4.29 -2.07
Cl -2.23 -3.46 -2.83
Cl -3.39 -1.54 -0.74
H -1.53 -1.32 1.41
H 2.02 -2.29 2.00
H 1.00 -3.07 2.81
H -0.13 4.18 2.44
H -0.83 4.25 0.91
```

Properties
HOMO energy (eV): -8.22
Orbital gap (hartree): 0.301
Energy above the lowest of the compared OMol25 structures with the same formula, charge and spin (kcal per mole): 373.0
2S+1: 1
E_tot (eV): -67001.20237


This record from the Open Molecules 2025 dataset describes a single C15H17ClN4O3S2 molecule in a non-equilibrium geometry. The level of theory is ωB97M-V with the def2-TZVPD basis set.

XYZ file:
```
42
Properties=species:S:1:pos:R:3
O -5.97 -2.20 0.69
C -4.92 -1.67 0.45
N -3.77 -2.44 0.33
C -2.48 -2.02 0.25
N -2.05 -0.82 0.48
N -0.75 -0.68 0.32
C -0.14 -1.76 -0.03
S 1.63 -1.92 -0.29
O 2.11 -2.66 0.83
O 1.78 -2.47 -1.61
N 2.12 -0.37 -0.26
C 2.49 0.17 1.03
C 3.96 -0.09 1.37
C 4.95 0.93 0.80
C 4.60 1.49 -0.58
C 4.07 0.46 -1.58
C 2.55 0.27 -1.47
S -1.18 -3.14 -0.21
C -4.75 -0.20 0.25
C -5.14 0.66 1.26
C -5.03 2.03 1.10
C -4.55 2.55 -0.09
C -4.18 1.70 -1.12
C -4.28 0.33 -0.95
Cl -3.85 -0.71 -2.26
H -3.93 -3.44 0.35
H 2.27 1.24 1.03
H 1.85 -0.32 1.76
H 4.07 -0.12 2.45
H 4.20 -1.09 1.00
H 5.02 1.78 1.49
H 5.93 0.46 0.76
H 3.86 2.29 -0.48
H 5.51 1.95 -0.99
H 4.29 0.79 -2.59
H 4.56 -0.50 -1.43
H 2.05 1.25 -1.55
H 2.20 -0.37 -2.29
H -5.52 0.25 2.18
H -5.33 2.69 1.90
H -4.46 3.62 -0.23
H -3.82 2.09 -2.06
```

Properties
HOMO energy (eV): -9.36
Orbital gap (hartree): 0.348
Energy above the lowest of the compared OMol25 structures with the same formula, charge and spin (kcal per mole): 16.1
2S+1: 1
E_tot (eV): -62125.82334


This record from the Open Molecules 2025 dataset describes C15H17F3IN4O6PdS3 as an isolated structure. The level of theory is ωB97M-V with the def2-TZVPD basis set.

XYZ file:
```
50
Properties=species:S:1:pos:R:3
Pd 0.24 0.07 -2.40
N 1.86 3.13 5.63
C 1.37 2.27 4.63
C 0.72 2.78 3.51
C 0.21 1.93 2.55
C 0.34 0.55 2.70
C 0.99 0.03 3.81
C 1.49 0.89 4.77
S -0.32 -0.50 1.44
O -0.25 -1.87 1.91
O -1.65 0.00 1.16
N 0.56 -0.26 0.13
C 1.89 -0.52 0.12
N 2.58 -0.93 1.20
C 3.88 -1.12 1.03
C 4.54 -0.91 -0.17
C 3.74 -0.47 -1.22
N 2.45 -0.27 -1.08
H 2.08 4.05 5.28
H 2.63 2.75 6.15
H 0.62 3.85 3.39
H -0.30 2.32 1.67
H 1.10 -1.04 3.89
H 2.00 0.48 5.65
H 4.43 -1.45 1.91
H 5.60 -1.07 -0.29
H 4.15 -0.28 -2.21
O -0.42 -1.83 -2.43
S -1.56 -1.80 -1.38
C -2.05 -3.55 -1.37
C -3.44 -3.66 -2.01
C -3.51 -2.55 -3.06
C -3.01 -1.30 -2.35
H -1.99 -3.91 -0.35
H -1.28 -4.04 -1.97
H -4.21 -3.49 -1.25
H -3.60 -4.65 -2.43
H -4.52 -2.41 -3.45
H -2.85 -2.78 -3.90
H -3.73 -0.90 -1.63
H -2.68 -0.49 -2.99
F -2.78 3.69 -2.87
C -1.56 3.23 -3.17
F -1.70 2.26 -4.09
F -0.87 4.23 -3.72
S -0.72 2.58 -1.66
O -0.68 3.70 -0.78
O 0.59 2.14 -2.19
O -1.53 1.44 -1.29
I 1.16 -0.33 -4.79
```

Properties
HOMO energy (spin up / spin down) (eV): -5.31 / -5.32
Net charge: -1
Orbital gap (spin up / spin down) (hartree): 0.262 / 0.261
Energy above the lowest of the compared OMol25 structures with the same formula, charge and spin (kcal per mole): 33.4
2S+1: 1
E_tot (eV): -86317.42605


This record from the Open Molecules 2025 dataset describes C15H17N2O5SSe5SiTa as an isolated structure in a non-equilibrium geometry. The level of theory is ωB97M-V with the def2-TZVPD basis set.

XYZ file:
```
47
Properties=species:S:1:pos:R:3
Ta -0.05 0.24 -0.27
O -3.77 0.48 2.52
C -2.57 0.35 1.94
O -2.37 0.54 0.77
C -1.48 -0.04 2.85
C -1.59 -0.31 4.19
C -0.43 -0.65 4.89
C 0.78 -0.68 4.21
C 0.78 -0.40 2.85
N -0.32 -0.09 2.20
C 2.02 -0.43 1.99
O 3.10 -0.64 2.50
O 1.76 -0.24 0.74
H -4.40 0.74 1.82
H -2.55 -0.27 4.68
H -0.47 -0.88 5.94
H 1.71 -0.93 4.69
O 0.84 -1.03 -1.65
N 1.89 -0.88 -2.44
C 2.31 -1.99 -3.09
C 3.36 -1.91 -3.96
C 3.98 -0.67 -4.15
C 3.54 0.43 -3.47
C 2.47 0.33 -2.56
S 1.85 1.59 -1.60
H 1.74 -2.88 -2.87
H 3.69 -2.80 -4.47
H 4.81 -0.58 -4.84
H 4.00 1.40 -3.59
Se -0.83 -2.21 0.40
Se -1.78 -2.52 -1.72
Se -3.03 -0.57 -1.94
Se -1.42 1.10 -2.27
C -0.10 5.58 1.14
Si 1.25 4.34 1.03
C 2.13 4.05 2.61
C 2.34 4.59 -0.42
Se 0.02 2.42 0.79
H 0.28 6.58 1.37
H -0.81 5.29 1.91
H -0.62 5.61 0.18
H 2.70 4.93 2.94
H 2.82 3.21 2.48
H 1.41 3.79 3.38
H 2.85 5.55 -0.41
H 1.72 4.53 -1.32
H 3.08 3.79 -0.47
```

Properties
HOMO energy (eV): -7.25
Orbital gap (hartree): 0.238
Energy above the lowest of the compared OMol25 structures with the same formula, charge and spin (kcal per mole): 33.4
2S+1: 1
E_tot (eV): -376049.76850


This record from the Open Molecules 2025 dataset describes a single C15H17N3O4S2 molecule in a non-equilibrium geometry. The level of theory is ωB97M-V with the def2-TZVPD basis set.

XYZ file:
```
41
Properties=species:S:1:pos:R:3
C -1.36 1.64 -3.25
O -0.12 1.40 -2.55
C -0.17 1.63 -1.26
O -0.92 2.54 -0.71
C 0.90 0.80 -0.46
C 1.88 1.78 0.24
C 2.58 2.77 -0.64
N 2.42 1.57 1.39
C 1.99 0.56 2.12
S 2.48 0.40 3.86
C 2.23 2.19 4.49
N 0.96 -0.23 1.83
C 0.21 -0.04 0.59
C -0.40 -1.35 0.09
C 0.49 -2.32 -0.50
C 0.00 -3.65 -0.89
N 0.88 -4.65 -1.36
O 0.43 -5.71 -1.75
O 2.13 -4.36 -1.53
C -1.33 -3.90 -0.59
C -2.21 -3.02 0.10
C -1.78 -1.68 0.33
S -2.85 -0.75 1.40
C -3.68 0.44 0.11
H -1.78 2.65 -3.17
H -2.13 1.07 -2.75
H -1.43 1.29 -4.32
H 1.53 0.17 -1.20
H 3.11 3.59 -0.03
H 3.27 2.14 -1.31
H 1.82 3.32 -1.26
H 3.19 2.71 4.39
H 1.47 2.63 3.80
H 1.90 2.15 5.52
H -0.64 0.60 0.90
H 1.59 -1.99 -0.70
H -1.79 -4.85 -0.87
H -3.20 -3.30 0.43
H -4.05 -0.24 -0.58
H -4.68 0.90 0.50
H -2.99 1.13 -0.37
```

Properties
HOMO energy (eV): -8.50
Orbital gap (hartree): 0.264
Energy above the lowest of the compared OMol25 structures with the same formula, charge and spin (kcal per mole): 191.2
2S+1: 1
E_tot (eV): -50155.34487


This record from the Open Molecules 2025 dataset describes a 2-piece molecular cluster, C15H17N4O4 overall in a non-equilibrium geometry. The level of theory is ωB97M-V with the def2-TZVPD basis set.

XYZ file:
```
40
Properties=species:S:1:pos:R:3
C 0.56 -1.34 1.37
C 0.18 0.15 1.57
N 0.31 0.66 2.72
C -0.32 0.98 0.38
C -1.68 0.46 -0.08
C -1.71 -0.74 -0.80
C -2.90 -1.29 -1.25
C -4.07 -0.63 -0.97
C -4.06 0.56 -0.25
C -2.88 1.14 0.19
N -2.97 2.40 0.88
C -2.57 2.44 2.04
O -2.00 2.66 3.02
C -5.51 1.00 -0.10
O -5.98 2.05 0.19
N -6.30 -0.19 -0.39
C -5.52 -0.94 -1.34
O -5.89 -1.61 -2.25
H -0.33 -1.97 1.30
H 1.18 -1.72 2.18
H 1.05 -1.43 0.40
H 0.67 -0.03 3.37
H -0.34 2.03 0.67
H 0.40 0.80 -0.42
H -0.76 -1.22 -1.01
H -2.94 -2.22 -1.82
H -6.28 -0.80 0.43
C 4.61 0.73 0.67
C 3.68 0.09 -0.30
O 2.49 0.03 -0.21
N 4.21 -0.58 -1.55
C 5.68 -0.60 -1.84
H 4.02 1.15 1.48
H 5.29 -0.01 1.08
H 5.18 1.52 0.18
H 3.66 -0.17 -2.31
H 3.81 -1.52 -1.51
H 5.99 0.41 -2.08
H 5.85 -1.26 -2.68
H 6.21 -0.97 -0.97
```

Properties
HOMO energy (eV): -11.58
Net charge: +1
Orbital gap (hartree): 0.268
Energy above the lowest of the compared OMol25 structures with the same formula, charge and spin (kcal per mole): 32.9
2S+1: 1
E_tot (eV): -29972.78726


This record from the Open Molecules 2025 dataset describes C15H17NO2Sn as an isolated structure. The level of theory is ωB97M-V with the def2-TZVPD basis set.

XYZ file:
```
36
Properties=species:S:1:pos:R:3
N 5.25 0.87 0.07
C 4.02 1.63 -0.01
C 2.91 1.27 1.01
C 1.58 0.93 0.35
C 0.93 2.16 -0.29
C -0.21 1.83 -1.30
C -1.11 0.80 -0.74
C -2.11 1.15 0.23
C -2.90 0.19 0.86
C -2.78 -1.16 0.46
C -1.84 -1.52 -0.51
C -0.99 -0.57 -1.10
C -1.79 -2.98 -0.93
O -1.53 -3.23 -2.08
C -2.17 -3.96 0.12
C -3.06 -3.60 1.06
C -3.67 -2.25 1.04
O -4.78 -1.96 1.40
H 5.10 -0.13 0.02
H 5.78 1.08 0.90
H 4.30 2.67 0.12
H 3.63 1.51 -1.02
H 3.24 0.41 1.60
H 2.76 2.09 1.72
H 0.90 0.51 1.10
H 1.75 0.16 -0.41
H 0.52 2.81 0.49
H 1.68 2.73 -0.83
H -0.77 2.74 -1.51
H 0.23 1.49 -2.24
H -2.21 2.19 0.50
H -3.66 0.45 1.59
H -0.28 -0.87 -1.85
H -1.77 -4.96 0.05
H -3.44 -4.31 1.79
Sn -3.49 -0.15 -1.68
```

Properties
HOMO energy (eV): -13.42
Net charge: +2
Orbital gap (hartree): 0.152
2S+1: 1
E_tot (eV): -27228.40591


This record from the Open Molecules 2025 dataset describes a single C15H17NO4 molecule in a non-equilibrium geometry. The level of theory is ωB97M-V with the def2-TZVPD basis set.

XYZ file:
```
37
Properties=species:S:1:pos:R:3
O -1.89 -2.18 0.85
C -1.59 -1.09 0.41
C -0.96 -0.94 -0.92
C -0.07 0.01 -1.25
C 0.62 0.16 -2.52
C 0.34 -0.64 -3.63
C 1.01 -0.48 -4.84
C 1.97 0.50 -4.91
C 2.26 1.31 -3.81
C 1.60 1.16 -2.61
O 3.24 2.20 -4.15
C 3.56 1.92 -5.49
O 2.76 0.86 -5.96
N -1.83 0.07 1.07
C -2.39 0.10 2.40
C -1.32 0.41 3.47
C -0.28 -0.73 3.59
C -0.32 -1.11 5.07
C -1.71 -0.64 5.47
O -1.92 0.55 4.74
H -1.20 -1.74 -1.60
H 0.20 0.75 -0.51
H -0.42 -1.40 -3.55
H 0.79 -1.11 -5.69
H 1.84 1.80 -1.77
H 3.38 2.82 -6.11
H 4.63 1.64 -5.56
H -1.56 0.95 0.66
H -2.82 -0.88 2.59
H -3.17 0.86 2.47
H -0.85 1.37 3.23
H 0.71 -0.40 3.27
H -0.58 -1.57 2.96
H -0.17 -2.18 5.23
H 0.44 -0.56 5.63
H -1.81 -0.40 6.53
H -2.47 -1.39 5.20
```

Properties
HOMO energy (eV): -8.13
Orbital gap (hartree): 0.308
Energy above the lowest of the compared OMol25 structures with the same formula, charge and spin (kcal per mole): 62.8
2S+1: 1
E_tot (eV): -25510.10893